## A
85
Properties=species:S:1:pos:R:3 method="wB97M-V/def2-TZVPD" smiles=COC[C@H](C)N.COC[C@H](C)N.COC[C@H](C)N.COC[C@H](C)N.COC[C@H](C)N homo_lumo_gap_ev=9.77 homo_energy_ev=-8.906
C 17.85 -30.20 1.97
O 18.09 -30.10 0.53
C 17.43 -31.26 -0.07
C 18.23 -31.56 -1.35
C 18.27 -30.38 -2.36
N 17.90 -32.78 -2.00
H 16.78 -30.14 2.20
H 18.23 -29.27 2.39
H 18.27 -31.06 2.48
H 17.54 -32.16 0.53
H 16.39 -31.08 -0.31
H 19.25 -31.70 -0.96
H 18.36 -29.41 -1.87
H 17.29 -30.29 -2.84
H 19.12 -30.25 -3.03
H 18.14 -33.52 -1.36
H 18.58 -32.87 -2.75
C 14.74 -31.09 -18.42
O 14.73 -31.75 -19.67
C 15.99 -32.48 -19.86
C 16.41 -32.63 -21.37
C 15.38 -33.44 -22.20
N 17.62 -33.38 -21.43
H 14.89 -31.74 -17.56
H 13.79 -30.61 -18.21
H 15.50 -30.30 -18.40
H 16.83 -31.92 -19.45
H 16.04 -33.43 -19.33
H 16.64 -31.66 -21.82
H 15.94 -33.71 -23.09
H 14.56 -32.74 -22.33
H 14.94 -34.32 -21.73
H 18.41 -33.16 -20.84
H 17.48 -34.37 -21.31
C 14.70 -25.80 -10.55
O 15.87 -25.41 -9.80
C 15.56 -24.79 -8.64
C 16.85 -24.23 -7.96
C 16.57 -24.08 -6.52
N 17.22 -23.04 -8.61
H 14.26 -25.10 -11.26
H 13.82 -25.98 -9.92
H 14.88 -26.74 -11.06
H 14.84 -23.98 -8.65
H 15.12 -25.53 -7.98
H 17.62 -24.99 -8.04
H 15.72 -23.51 -6.14
H 17.40 -23.67 -5.93
H 16.22 -25.03 -6.11
H 16.36 -22.55 -8.80
H 17.79 -22.47 -7.99
C 10.53 -25.39 -0.72
O 9.14 -25.58 -0.62
C 8.48 -24.45 -0.05
C 6.94 -24.63 -0.24
C 6.15 -23.32 0.19
N 6.41 -25.70 0.59
H 10.84 -24.42 -0.32
H 10.70 -25.26 -1.79
H 11.18 -26.25 -0.53
H 8.78 -24.30 0.99
H 8.84 -23.53 -0.52
H 6.73 -24.76 -1.30
H 6.26 -23.28 1.27
H 5.12 -23.42 -0.16
H 6.51 -22.46 -0.37
H 5.48 -25.86 0.24
H 7.01 -26.47 0.33
C 27.12 -16.66 -12.57
O 26.53 -17.73 -11.86
C 25.29 -17.35 -11.24
C 24.24 -18.54 -11.31
C 23.93 -19.07 -12.74
N 23.00 -18.03 -10.82
H 27.91 -17.10 -13.18
H 27.65 -15.96 -11.92
H 26.33 -16.17 -13.14
H 25.54 -17.04 -10.23
H 24.84 -16.50 -11.75
H 24.52 -19.43 -10.73
H 24.88 -19.38 -13.18
H 23.52 -18.38 -13.47
H 23.32 -19.97 -12.86
H 22.83 -17.15 -11.28
H 22.22 -18.65 -10.96

## B
85
Properties=species:S:1:pos:R:3 method="wB97M-V/def2-TZVPD" smiles=COC[C@H](C)N.COC[C@H](C)N.COC[C@H](C)N.COC[C@H](C)N.COC[C@H](C)N homo_lumo_gap_ev=9.64 homo_energy_ev=-9.047
C -4.84 9.77 -6.91
O -4.09 9.02 -5.93
C -4.68 7.76 -5.73
C -3.60 6.80 -5.02
C -2.44 6.64 -5.98
N -4.04 5.36 -4.81
H -5.80 10.05 -6.46
H -5.15 9.16 -7.76
H -4.50 10.76 -7.20
H -5.50 7.64 -5.02
H -4.93 7.17 -6.62
H -3.25 7.20 -4.07
H -1.67 5.96 -5.61
H -1.95 7.61 -6.09
H -2.59 6.26 -6.99
H -3.86 5.06 -5.76
H -5.03 5.52 -4.67
C 3.77 2.17 6.24
O 3.68 1.00 7.01
C 4.86 0.90 7.77
C 4.81 -0.51 8.39
C 5.89 -0.74 9.52
N 4.90 -1.67 7.45
H 2.80 2.23 5.76
H 4.43 2.12 5.37
H 3.93 3.14 6.72
H 5.62 0.82 7.00
H 4.95 1.74 8.46
H 3.82 -0.60 8.84
H 5.80 -1.69 10.04
H 5.74 0.00 10.31
H 6.94 -0.70 9.23
H 4.78 -2.52 7.97
H 4.01 -1.67 6.96
C 1.04 -8.52 9.24
O 2.19 -8.95 10.04
C 1.88 -9.60 11.29
C 3.21 -10.28 11.75
C 3.07 -11.23 12.93
N 4.12 -9.27 12.28
H 0.38 -9.39 9.30
H 1.15 -8.14 8.23
H 0.63 -7.71 9.85
H 1.41 -8.85 11.93
H 1.17 -10.40 11.07
H 3.70 -10.79 10.92
H 2.37 -12.01 12.64
H 2.60 -10.69 13.76
H 4.02 -11.67 13.22
H 5.09 -9.55 12.27
H 4.05 -8.43 11.72
C -4.13 2.15 -11.21
O -4.44 3.47 -11.65
C -5.39 3.56 -12.72
C -5.91 4.99 -13.17
C -4.64 5.67 -13.66
N -6.37 5.75 -12.08
H -4.95 1.45 -11.06
H -3.62 2.02 -10.26
H -3.49 1.62 -11.91
H -5.01 2.98 -13.56
H -6.32 3.07 -12.46
H -6.62 5.04 -14.00
H -4.37 5.35 -14.67
H -3.82 5.75 -12.94
H -4.95 6.71 -13.68
H -5.69 5.53 -11.36
H -6.33 6.75 -12.20
C 1.76 -1.86 -3.27
O 2.24 -2.04 -1.98
C 1.29 -1.92 -1.01
C 2.04 -2.10 0.34
C 2.90 -3.45 0.48
N 1.02 -2.01 1.32
H 1.01 -1.07 -3.30
H 1.37 -2.78 -3.71
H 2.62 -1.49 -3.83
H 0.69 -1.02 -1.11
H 0.67 -2.81 -1.13
H 2.72 -1.29 0.59
H 2.44 -4.20 1.12
H 3.89 -3.38 0.92
H 3.11 -3.77 -0.54
H 1.27 -1.27 1.96
H 0.17 -1.67 0.89

Most stable structure among those shown: A. Next: +114.1 kJ/mol.